Here is one molecule with the formula C3H6O from the Open Molecules 2025 dataset. Energies are from ωB97M-V/def2-TZVPD.

Last columns: bonded neighbours and bond lengths (Å).
Positions of all 10 atoms, in Å:
1 H -1.464 -1.311 -1.065  C2 1.096
2 C -0.588 -0.653 -1.047  H1 1.096, C7 1.533, H9 1.097, H10 1.097
3 O -0.535 -1.028 1.285  C7 1.213
4 H 1.502 0.443 1.265  C8 1.098
5 H 0.175 1.533 1.565  C8 1.097
6 H 0.960 1.521 -0.054  C8 1.086
7 C -0.267 -0.247 0.396  C2 1.533, O3 1.213, C8 1.519
8 C 0.634 0.913 0.785  H4 1.098, H5 1.097, H6 1.086, C7 1.519
9 H 0.270 -1.285 -1.307  C2 1.097
10 H -0.688 0.115 -1.823  C2 1.097

The total energy is -5255.46804 eV. The charge is 0. As for the structure (SMILES): CC(C)=O. Its frontier orbital gap is 10.6 eV. The HOMO energy comes out at -9.6 eV.